[1]
Computed, not measured: a molecular structure, C46H48N5O6RuS3 in a non-equilibrium geometry, with the ωB97M-V functional and the def2-TZVPD basis.

CARTESIAN COORDINATES (ANGSTROEM)
Ru  0.3987  0.8822  -0.0524
O  -0.3381  0.5735  6.9741
C  -1.0975  -0.1609  5.9851
C  -0.9960  0.4898  4.6222
C  -1.8507  -0.0486  3.6201
C  -1.5288  0.1543  2.2825
N  -0.3799  0.8108  1.9404
C  0.2068  1.6435  2.8491
C  -0.0715  1.4574  4.2271
C  1.2054  2.5448  2.2513
C  1.9922  3.4143  3.0292
C  2.9292  4.2275  2.4378
C  3.8505  5.0558  3.3059
O  4.7089  4.2938  4.1569
C  3.0996  4.1871  1.0420
C  2.2956  3.3034  0.3307
N  1.4154  2.4842  0.9041
H  -0.2659  0.0451  7.8278
H  -2.1619  -0.1879  6.2942
H  -0.8094  -1.2168  5.8847
H  -2.7489  -0.5778  3.9037
H  -2.1086  -0.2736  1.4524
H  0.5357  1.9432  5.0097
H  1.8745  3.3749  4.1261
H  3.2745  5.6715  4.0430
H  4.4109  5.7401  2.6732
H  5.2511  3.6575  3.6383
H  3.8444  4.7959  0.5285
H  2.3901  3.2823  -0.7674
O  -3.6728  0.1360  -0.3594
S  -5.0746  -0.2100  -0.8080
C  -5.6983  -1.5380  0.3459
C  -5.1640  -2.9654  0.1824
C  -3.7115  -3.1314  0.6376
C  -2.8637  -3.9572  -0.3085
S  -0.9915  -3.7588  -0.2006
O  -0.8116  -2.2452  -0.1555
C  -0.4269  -4.3742  1.3803
C  0.3131  -3.4997  2.1823
C  0.8998  -4.0336  3.3215
C  0.6255  -5.3299  3.7549
C  -0.0744  -6.2043  2.9187
C  -0.5601  -5.7414  1.6843
C  -4.8366  -1.1084  -2.3213
C  -3.6233  -1.3832  -2.9324
C  -3.6274  -1.8375  -4.2414
C  -4.8331  -1.9206  -4.9604
C  -6.0473  -1.5661  -4.3475
C  -6.0584  -1.2393  -3.0031
H  -6.8146  -1.5634  0.2856
H  -5.4677  -1.1093  1.3453
H  -5.2501  -3.2525  -0.8670
H  -5.8014  -3.6388  0.7666
H  -3.6963  -3.5962  1.6247
H  -3.2484  -2.1712  0.7620
H  -3.1596  -3.6732  -1.3324
H  -3.0538  -4.9997  -0.1378
H  0.5066  -2.5069  1.8287
H  1.5550  -3.4151  3.9440
H  1.0238  -5.6596  4.7237
H  -0.2044  -7.2384  3.2210
H  -0.9608  -6.4175  0.9160
H  -2.7211  -1.1509  -2.3620
H  -2.7131  -2.0592  -4.7867
H  -4.7949  -2.1555  -6.0211
H  -6.9728  -1.5270  -4.9683
H  -7.0013  -1.0108  -2.4684
C  8.1301  0.4173  -2.4684
C  6.7685  0.1012  -1.9587
C  6.4125  -1.2012  -1.5621
C  5.1057  -1.4868  -1.1597
C  4.1560  -0.4769  -1.1442
C  4.4957  0.8744  -1.3965
C  5.8055  1.1173  -1.7985
S  2.5325  -0.9215  -0.6399
O  2.3678  -2.3629  -0.7364
O  2.1730  -0.2859  0.6767
N  1.3543  0.0032  -1.5326
C  1.0649  -0.2175  -2.8928
C  1.9644  -0.9687  -3.7204
C  1.5664  -1.2298  -5.0250
C  0.3086  -0.7720  -5.4897
C  -0.4339  -0.0480  -4.5717
N  -0.1099  0.2460  -3.2913
H  8.3417  -0.1303  -3.3865
H  8.9378  0.2380  -1.7761
H  8.1561  1.4971  -2.7111
H  7.1569  -2.0056  -1.5883
H  4.7645  -2.5089  -0.9651
H  3.7219  1.6323  -1.4128
H  6.0571  2.1482  -1.9976
H  2.9248  -1.3141  -3.2664
H  2.1477  -1.8149  -5.7418
H  0.0139  -0.9391  -6.5278
H  -1.3945  0.3383  -4.9159
C  -1.2855  6.3821  -0.8578
C  -1.3858  4.8818  -0.7748
C  -1.8846  4.2085  0.3532
C  -1.7343  2.8413  0.4423
N  -1.0238  2.1973  -0.5513
C  -0.8516  2.7962  -1.7490
C  -0.9090  4.1906  -1.8741
H  -0.2623  6.6931  -1.0598
H  -1.6928  6.8409  0.0619
H  -1.8956  6.7919  -1.6800
H  -2.3997  4.7473  1.1214
H  -2.1341  2.2153  1.2127
H  -0.6502  2.1022  -2.5764
H  -0.6951  4.6687  -2.8315

Output
**Multiplicity**: 6
**ΔE to the lowest compared entry with this formula, charge and spin**: 159.8 kJ/mol
**Charge**: +2
**Molar mass**: 964.190 Da
**HOMO level (alpha / beta)**: -8.82 / -12.43 eV
**LUMO level (alpha / beta)**: -5.927 / -6.863 eV

---

[2]
Computed, not measured: a molecular structure, C46H49CoN7OS in a non-equilibrium geometry, with the ωB97M-V functional and the def2-TZVPD basis.

CARTESIAN COORDINATES (ANGSTROEM)
Co  0.5930  1.3950  0.2733
C  1.1198  2.9724  2.8084
N  0.7001  1.5871  2.5378
C  -0.6607  1.2313  2.9824
C  -1.6520  1.6473  1.9442
N  -1.3053  1.7639  0.6887
C  -2.4440  2.1564  -0.0057
C  -2.6364  2.4415  -1.3534
C  -3.9041  2.8145  -1.7438
C  -4.9632  2.9016  -0.8242
C  -4.7821  2.6264  0.5153
C  -3.4974  2.2587  0.9007
N  -2.9561  1.9260  2.1389
C  0.9502  3.8322  1.5917
N  0.7421  3.3448  0.3945
C  0.7204  4.4264  -0.4825
C  0.5706  4.4700  -1.8670
C  0.6254  5.7107  -2.4656
C  0.8263  6.8813  -1.7141
C  0.9842  6.8474  -0.3441
C  0.9260  5.5929  0.2527
N  1.0699  5.1765  1.5728
H  0.5749  3.4042  3.6546
H  2.1775  2.9700  3.0811
H  1.3405  0.9518  2.9961
H  -0.6996  0.1415  3.0581
H  -0.8995  1.6408  3.9684
H  -1.8274  2.3576  -2.0669
H  -4.0964  3.0389  -2.7844
H  -5.9440  3.1901  -1.1769
H  -5.5969  2.6970  1.2234
H  -3.4407  1.9125  3.0206
H  0.4285  3.5674  -2.4474
H  0.5154  5.7900  -3.5383
H  0.8633  7.8330  -2.2258
H  1.1478  7.7498  0.2290
H  1.2187  5.7702  2.3721
C  7.2663  1.0259  -1.8105
C  6.7938  0.5130  -0.4414
C  7.4985  1.2980  0.6762
C  7.1587  -0.9653  -0.3152
C  5.2953  0.7446  -0.3208
C  4.7620  2.0287  -0.4400
C  3.4055  2.2338  -0.3169
N  2.5396  1.2368  -0.0930
C  3.0320  -0.0107  0.0058
C  4.3843  -0.2813  -0.0915
C  1.9914  -1.0438  0.1878
C  2.2515  -2.3981  0.2791
C  1.2051  -3.3157  0.3744
C  -0.0837  -2.7862  0.3597
C  -0.2760  -1.4227  0.2803
N  0.7396  -0.5559  0.2090
C  1.4205  -4.8162  0.4859
C  2.8989  -5.1945  0.4127
C  0.6703  -5.5122  -0.6603
C  0.8485  -5.2859  1.8329
H  8.3464  0.9016  -1.8902
H  7.0448  2.0839  -1.9523
H  6.7998  0.4663  -2.6229
H  8.5777  1.1773  0.5801
H  7.2035  0.9316  1.6612
H  7.2786  2.3650  0.6259
H  8.2376  -1.0772  -0.4178
H  6.6933  -1.5679  -1.0980
H  6.8814  -1.3731  0.6593
H  5.3969  2.8813  -0.6354
H  2.9910  3.2261  -0.4213
H  4.7291  -1.2991  0.0008
H  3.2725  -2.7462  0.2593
H  -0.9590  -3.4218  0.4054
H  -1.2676  -0.9893  0.2406
H  3.3490  -4.8934  -0.5357
H  2.9969  -6.2769  0.4903
H  3.4734  -4.7577  1.2324
H  1.0524  -5.1936  -1.6317
H  -0.4011  -5.3085  -0.6294
H  0.8062  -6.5911  -0.5799
H  1.3811  -4.8277  2.6683
H  0.9544  -6.3680  1.9169
H  -0.2115  -5.0446  1.9271
O  -2.9788  -0.5271  -0.4794
S  -4.1473  -1.0883  0.2851
C  -4.0321  -2.8576  0.0717
C  -3.6247  -3.3806  -1.1496
C  -3.4647  -4.7503  -1.2713
C  -3.7088  -5.5824  -0.1813
C  -4.1133  -5.0491  1.0328
C  -4.2712  -3.6739  1.1657
C  -5.5937  -0.7282  -0.6896
C  -6.8368  -0.7732  -0.0762
C  -7.9672  -0.4962  -0.8305
C  -7.8401  -0.1724  -2.1750
C  -6.5865  -0.1209  -2.7713
C  -5.4493  -0.3975  -2.0272
H  -3.4277  -2.7189  -1.9836
H  -3.1592  -5.1752  -2.2186
H  -3.5845  -6.6525  -0.2840
H  -4.3064  -5.6990  1.8757
H  -4.5776  -3.2434  2.1117
H  -6.9238  -1.0273  0.9740
H  -8.9455  -0.5326  -0.3707
H  -8.7237  0.0437  -2.7606
H  -6.4959  0.1347  -3.8188
H  -4.4592  -0.3405  -2.4610

Output
**Multiplicity**: 2
**ΔE to the lowest compared entry with this formula, charge and spin**: 0.0 kJ/mol
**Charge**: +2
**Molar mass**: 806.946 Da
**HOMO level (alpha / beta)**: -13.00 / -13.00 eV
**LUMO level (alpha / beta)**: -5.112 / -5.200 eV

---

[3]
Computed, not measured: a molecular structure, C46H49CsN8O2SeTe in a non-equilibrium geometry, with the ωB97M-V functional and the def2-TZVPD basis.

CARTESIAN COORDINATES (ANGSTROEM)
Cs  1.3149  0.2508  -0.4163
C  -0.6277  -4.3298  5.2507
C  -0.5495  -3.3291  4.1239
C  -0.0300  -2.0603  4.3115
C  0.0461  -1.1224  3.2757
C  0.7190  0.1649  3.4683
O  1.3307  0.7620  2.5869
C  0.6911  0.7907  4.8396
C  1.8059  1.5025  5.2745
C  1.7994  2.1324  6.5087
C  0.6660  2.0794  7.3110
C  -0.4561  1.3891  6.8754
C  -0.4399  0.7394  5.6491
C  -0.4680  -1.4464  1.9696
O  -0.5413  -0.5876  1.0613
C  -0.9159  -2.8050  1.7647
C  -0.9811  -3.6742  2.8385
C  -1.2906  -3.2372  0.4010
N  -0.7259  -2.7293  -0.6279
C  -1.1424  -3.1336  -1.9654
C  -2.1920  -2.2223  -2.6094
Te  -2.1230  -0.1019  -2.2185
C  -3.6417  -0.1812  -0.7463
C  -4.9059  -0.6865  -1.0331
C  -5.8835  -0.7374  -0.0484
C  -5.6101  -0.2634  1.2282
C  -4.3565  0.2612  1.5148
C  -3.3714  0.3011  0.5336
C  -2.3964  -4.2533  0.3234
C  -3.6983  -3.8345  0.5877
C  -4.7517  -4.7345  0.5164
C  -4.5117  -6.0660  0.2020
C  -3.2138  -6.4927  -0.0428
C  -2.1604  -5.5890  0.0148
H  -0.1866  -3.9255  6.1626
H  -0.0965  -5.2544  5.0113
H  -1.6620  -4.6011  5.4782
H  0.3606  -1.7963  5.2891
H  2.6708  1.5533  4.6254
H  2.6758  2.6706  6.8478
H  0.6586  2.5779  8.2721
H  -1.3450  1.3538  7.4926
H  -1.3103  0.1932  5.3072
H  -1.3624  -4.6791  2.6750
H  -1.5583  -4.1456  -1.9967
H  -0.2370  -3.1456  -2.5795
H  -3.1867  -2.4982  -2.2532
H  -2.1965  -2.3549  -3.6918
H  -5.1339  -1.0400  -2.0329
H  -6.8611  -1.1423  -0.2804
H  -6.3716  -0.3052  1.9972
H  -4.1323  0.6211  2.5119
H  -2.3756  0.6437  0.7777
H  -3.8792  -2.7966  0.8485
H  -5.7611  -4.3951  0.7139
H  -5.3326  -6.7700  0.1548
H  -3.0194  -7.5315  -0.2789
H  -1.1464  -5.9212  -0.1771
C  -2.1264  5.0177  0.8536
C  -2.1793  4.8400  -0.6703
C  -3.5743  4.3582  -1.1010
C  -1.8145  6.1473  -1.3812
C  -1.2175  3.7941  -1.0432
N  -0.5333  2.9083  -1.3002
H  -2.8476  5.7805  1.1515
H  -1.1341  5.3329  1.1773
H  -2.3756  4.0858  1.3614
H  -4.3196  5.1002  -0.8094
H  -3.8220  3.4103  -0.6213
H  -3.6228  4.2226  -2.1817
H  -2.5346  6.9189  -1.1055
H  -1.8389  6.0234  -2.4643
H  -0.8192  6.4855  -1.0910
C  5.6006  3.7705  -1.1922
C  4.4044  3.6202  -2.1102
N  3.8091  2.3156  -1.9018
C  4.5818  1.1761  -1.7749
N  4.0149  0.0438  -1.9853
C  4.7620  -1.1826  -1.7966
C  5.9272  -1.0213  -0.8313
C  6.7426  0.1809  -1.2650
N  5.8846  1.3505  -1.3482
C  6.5618  2.6302  -1.4663
H  5.2699  3.7320  -0.1528
H  6.0942  4.7278  -1.3626
H  4.7277  3.7649  -3.1518
H  3.6524  4.3801  -1.8932
H  2.9362  2.1257  -2.3775
H  5.1327  -1.5408  -2.7651
H  4.0782  -1.9560  -1.4352
H  6.5500  -1.9168  -0.8065
H  5.5480  -0.8488  0.1792
H  7.2280  -0.0177  -2.2309
H  7.5333  0.3991  -0.5443
H  7.0055  2.7482  -2.4661
H  7.3852  2.6407  -0.7499
Se  2.3724  2.9476  -5.3168
N  2.0717  1.8816  -6.7075
C  1.4753  0.8130  -6.2249
C  1.0741  -0.3094  -7.0071
C  0.5162  -1.3456  -6.3447
C  0.3428  -1.2774  -4.9194
N  0.6674  -0.2828  -4.1579
C  1.2423  0.7870  -4.7884
N  1.6484  1.8424  -4.1244
H  1.2378  -0.2858  -8.0760
H  0.1844  -2.2445  -6.8457
H  -0.1029  -2.1410  -4.4316

Output
**Charge**: 0
**Molar mass**: 1085.417 Da
**HOMO level**: -6.25 eV
**LUMO level**: -1.211 eV

---

[4]
Computed, not measured: a molecular structure, C46H49F3GeN4O6RbS in a non-equilibrium geometry, with the ωB97M-V functional and the def2-TZVPD basis.

CARTESIAN COORDINATES (ANGSTROEM)
Rb  0.3277  -0.7783  0.0084
C  0.3459  2.9847  -1.6304
O  1.5597  2.2967  -1.4348
C  2.1320  2.6000  -0.1809
C  3.4024  1.7644  0.0079
O  3.2035  0.5476  0.6897
C  3.5281  0.5331  2.0585
C  2.5245  1.2467  2.9853
O  1.2093  0.7631  2.8788
C  0.9473  -0.3704  3.6764
H  0.4794  4.0652  -1.5018
H  -0.4214  2.6351  -0.9334
H  0.0252  2.7771  -2.6477
H  1.4150  2.3736  0.6181
H  2.3691  3.6731  -0.1519
H  4.1778  2.3555  0.5132
H  3.7548  1.4903  -0.9931
H  4.5245  0.9788  2.2168
H  3.5688  -0.5278  2.3145
H  2.4808  2.3075  2.7280
H  2.8971  1.1580  4.0168
H  1.0557  -0.1269  4.7410
H  1.6017  -1.2088  3.4171
H  -0.0821  -0.6522  3.4751
N  2.7646  -5.1008  0.2753
C  3.7444  -4.5210  -0.4802
C  3.6270  -3.1761  -0.2715
N  2.6063  -2.9259  0.5780
C  2.0856  -4.0895  0.8923
C  0.9582  -4.2504  1.7704
N  0.0779  -3.3054  2.0068
C  -0.8116  -3.8137  2.8883
C  -0.4664  -5.0952  3.2127
N  0.6601  -5.3731  2.4892
H  2.5729  -6.0879  0.3175
H  4.4105  -5.1031  -1.0831
H  4.2181  -2.3671  -0.6468
H  -1.6427  -3.2258  3.2238
H  -0.8946  -5.7974  3.8976
H  1.1816  -6.2334  2.5279
C  -0.1443  6.8548  0.4179
C  -1.3875  6.3616  0.0571
C  -1.8021  5.1240  0.5174
C  -0.9939  4.3660  1.3563
C  0.2524  4.8729  1.7084
C  0.6744  6.1075  1.2505
Ge  -1.5424  2.4875  1.9611
C  -3.4956  2.4107  1.5027
C  -4.4437  2.2277  2.4995
C  -5.7684  1.9804  2.1839
C  -6.1648  1.8930  0.8614
C  -5.2329  2.0881  -0.1437
C  -3.9147  2.3526  0.1789
C  -1.4736  2.6113  3.9796
C  -1.6621  1.4596  4.7320
C  -1.5249  1.4763  6.1084
C  -1.2009  2.6562  6.7583
C  -1.0422  3.8179  6.0214
C  -1.1694  3.7924  4.6421
H  0.1853  7.8175  0.0516
H  -2.0343  6.9421  -0.5881
H  -2.7762  4.7475  0.2340
H  0.8928  4.2898  2.3615
H  1.6431  6.4946  1.5388
H  -4.1375  2.2669  3.5373
H  -6.4924  1.8375  2.9744
H  -7.1912  1.6603  0.6140
H  -5.5332  2.0093  -1.1795
H  -3.1901  2.4803  -0.6138
H  -1.9205  0.5469  4.2170
H  -1.6627  0.5665  6.6782
H  -1.0752  2.6693  7.8336
H  -0.8133  4.7472  6.5263
H  -1.0423  4.7074  4.0804
O  0.5621  -1.5331  -2.2426
S  -0.3209  -0.6240  -2.9729
C  0.7966  0.2075  -4.2234
C  1.6574  -0.7538  -4.9504
C  1.4946  -0.9859  -6.3121
C  2.2830  -1.9158  -6.9660
C  3.2248  -2.6454  -6.2615
C  3.3977  -2.4159  -4.9060
C  2.6362  -1.4619  -4.2565
C  -1.2966  -1.7439  -4.1344
C  -0.7576  -3.1188  -3.9984
C  0.0142  -3.6978  -4.9978
C  0.6130  -4.9276  -4.7991
C  0.4519  -5.5912  -3.5957
C  -0.3252  -5.0290  -2.5968
C  -0.9292  -3.8015  -2.7969
H  1.3900  0.8697  -3.5940
H  0.1452  0.7875  -4.8731
H  0.7543  -0.4256  -6.8663
H  2.1620  -2.0747  -8.0272
H  3.8273  -3.3841  -6.7699
H  4.1420  -2.9733  -4.3549
H  2.7884  -1.2703  -3.2048
H  -1.2285  -1.3600  -5.1479
H  -2.3174  -1.6675  -3.7625
H  0.1483  -3.1847  -5.9371
H  1.2170  -5.3602  -5.5824
H  0.9271  -6.5479  -3.4370
H  -0.4627  -5.5442  -1.6556
H  -1.5423  -3.3708  -2.0172
F  -2.9142  -2.4510  0.3089
C  -3.3245  -1.1812  0.0664
F  -3.4723  -1.1093  -1.2739
F  -4.5467  -1.0709  0.5940
C  -2.2818  -0.1424  0.6196
O  -2.1347  -0.1746  1.8353
O  -1.7131  0.5299  -0.2384

Output
**Multiplicity**: 2
**ΔE to the lowest compared entry with this formula, charge and spin**: 174.8 kJ/mol
**Charge**: 0
**Molar mass**: 1001.059 Da
**HOMO level (alpha / beta)**: -6.26 / -8.34 eV
**LUMO level (alpha / beta)**: -0.249 / -0.249 eV